C43H32IN3O6PRuS4 as an isolated structure at a distorted geometry. Source: OMol25; level of theory: the ωB97M-V functional and the def2-TZVPD basis.

Expectation value of S²   6.027
Maximum force   3.64 eV/Å
Net charge   +1
DFT total energy   -125167.32637 eV
2S+1   5
HOMO-LUMO gap (spin up / spin down)   7.214 / 4.975 eV

Last column: Löwdin charge in e.
Element x y z (Å)
I1 2.60 -0.90 -0.06  1.334
Ru1 0.05 -0.73 -0.93  1.033
S1 2.04 -4.90 0.60  1.041
S2 1.49 -1.13 3.29  0.982
S3 -1.13 -3.42 4.37  1.077
S4 1.70 0.72 -3.46  0.656
P1 -0.22 1.28 0.16  0.973
O1 -0.42 -4.32 -2.95  0.064
O2 -0.12 -1.91 1.05  -0.178
O3 2.59 -0.27 -4.00  -0.258
O4 -2.10 0.33 -3.18  0.007
O5 0.42 -2.57 -1.63  -0.294
O6 2.20 1.66 -2.48  -0.320
N1 -1.80 -2.68 -2.03  0.029
N2 0.21 0.07 -2.83  -0.189
N3 -1.91 -1.47 -1.33  -0.057
C1 -0.49 -5.30 0.52  -0.105
C2 1.30 -2.77 2.72  -0.557
C3 -2.90 3.78 -1.75  -0.056
C4 1.03 2.24 1.05  -0.311
C5 2.56 4.25 2.40  -0.013
C6 2.95 -1.55 4.12  -0.369
C7 -2.88 0.67 1.15  -0.097
C8 -2.42 -3.65 2.16  -0.133
C9 -3.79 0.41 2.18  -0.050
C10 2.49 2.15 1.07  -0.148
C11 -0.96 2.60 -0.89  -0.320
C12 -2.30 2.63 -1.27  -0.104
C13 -0.14 3.70 -1.27  -0.092
C14 -0.70 4.79 -1.87  -0.067
C15 -0.55 -3.29 -2.26  -0.590
C16 -2.78 -3.94 4.42  -0.365
C17 -3.35 -3.95 3.18  -0.162
C18 5.34 2.21 0.90  -0.061
C19 -1.15 -3.38 2.62  -0.394
C20 -2.10 1.00 3.81  -0.057
C21 3.25 1.05 0.51  -0.523
C22 0.52 2.88 -6.64  -0.054
C23 4.62 1.17 0.33  -0.172
C24 -0.91 0.49 -3.51  -0.454
C25 -1.34 1.70 -5.77  0.006
C26 1.21 4.27 2.49  -0.032
C27 0.47 3.34 1.70  -0.094
C28 3.25 3.23 1.69  -0.146
C29 3.24 -2.89 3.98  -0.142
C30 0.13 -3.07 1.76  -0.552
C31 0.81 1.50 -4.77  -0.215
C32 -3.38 0.58 3.53  -0.066
C33 0.41 -4.34 0.95  -0.411
C34 1.38 2.34 -5.71  -0.020
C35 -1.16 1.12 2.76  -0.116
C36 -0.56 1.24 -4.73  -0.125
C37 -0.80 2.51 -6.73  -0.053
C38 4.66 3.20 1.57  -0.019
C39 -2.08 4.84 -2.14  -0.052
C40 -1.55 1.05 1.42  -0.327
C41 0.12 -6.49 0.00  -0.154
C42 1.48 -6.45 0.04  -0.345
C43 2.26 -3.63 3.20  -0.152
H1 6.45 2.12 0.87  0.129
H2 2.23 -7.17 -0.22  0.069
H3 -1.41 2.85 -7.55  0.120
H4 2.46 2.48 -5.73  0.131
H5 5.19 4.02 2.10  0.127
H6 3.19 4.92 2.99  0.122
H7 -0.12 1.32 3.07  0.081
H8 2.24 -4.74 3.11  0.110
H9 -0.61 3.48 1.59  0.121
H10 -0.12 5.63 -2.17  0.103
H11 -0.47 -7.35 -0.29  0.111
H12 0.96 3.63 -1.09  0.120
H13 -2.73 -3.67 1.12  0.112
H14 -2.41 -1.57 -0.46  0.081
H15 0.69 4.93 3.17  0.117
H16 -2.36 -0.77 -1.96  0.061
H17 -2.40 1.44 -5.82  0.135
H18 -4.41 -4.09 3.04  0.109
H19 -3.27 0.50 0.16  0.075
H20 -4.09 0.43 4.32  0.108
H21 -1.57 -5.20 0.60  0.094
H22 -2.49 5.70 -2.66  0.110
H23 -3.23 -4.28 5.38  0.095
H24 3.44 -0.83 4.72  0.061
H25 0.98 3.57 -7.35  0.118
H26 4.09 -3.36 4.40  0.095
H27 -4.82 0.16 1.95  0.110
H28 -2.61 -3.18 -2.33  0.147
H29 -1.80 1.19 4.82  0.110
H30 -2.91 1.74 -1.24  0.077
H31 5.16 0.36 -0.20  0.102
H32 -3.98 3.77 -1.88  0.113